[1]
A cluster of 2 separate species, C16H24N2O2S in total at a distorted geometry. Source: the OMol25 dataset; level of theory: the ωB97M-V functional and the def2-TZVPD basis.

Properties
- energy (a.u.) = -1282.207148
- 2S+1 = 1
- maximum force (eV/Å) = 1.35
- energy above the lowest of the compared OMol25 structures with the same formula, charge and spin (kJ/mol) = 327.1

Atoms and positions in Å:
C (-3.3259, -1.2175, -3.1864)
C (-2.4497, -0.3783, -2.2528)
C (-1.0841, -0.9581, -1.8792)
O (-0.0485, -0.3218, -1.9854)
C (-1.1155, -2.4277, -1.4582)
C (-1.9120, -3.3801, -2.3557)
S (-3.6213, -2.9103, -2.6560)
H (-4.3401, -0.7859, -3.2124)
H (-2.9339, -1.2393, -4.2136)
H (-2.2830, 0.5858, -2.7370)
H (-3.0000, -0.2171, -1.3145)
H (-0.0846, -2.7877, -1.4190)
H (-1.5367, -2.4637, -0.4426)
H (-1.4205, -3.5383, -3.3263)
H (-2.0077, -4.3557, -1.8512)
C (4.4557, -0.4793, 0.2388)
C (3.3915, 0.2384, -0.5674)
N (2.4603, 1.0448, 0.2203)
C (2.8145, 2.4579, 0.4026)
C (2.2305, 3.3909, -0.6473)
C (1.4178, 0.4044, 0.8687)
C (0.3938, 1.2258, 1.4166)
N (-0.6678, 0.7134, 2.1382)
C (-0.6162, -0.5080, 2.7896)
C (-1.7276, -0.9779, 3.4597)
C (-2.9001, -0.2266, 3.5012)
C (-2.9191, 1.0208, 2.8750)
C (-1.8037, 1.4930, 2.2261)
O (1.3893, -0.8471, 0.9065)
H (5.0648, -1.0697, -0.4535)
H (5.0993, 0.2293, 0.7739)
H (3.9806, -1.1575, 0.9508)
H (3.8715, 0.9455, -1.2530)
H (2.8015, -0.4782, -1.1554)
H (2.4990, 2.7753, 1.4062)
H (3.9127, 2.5095, 0.3573)
H (2.5575, 4.4130, -0.4254)
H (2.5777, 3.1232, -1.6516)
H (1.1365, 3.3580, -0.6237)
H (0.4015, 2.3100, 1.2803)
H (0.3066, -1.0699, 2.6990)
H (-1.6437, -1.9461, 3.9463)
H (-3.7778, -0.5989, 4.0140)
H (-3.8071, 1.6458, 2.8725)
H (-1.7360, 2.4558, 1.7241)

Force components x, y, z for each atom (eV/Å):
C -0.4 -0.1 -0.3
C 0.1 0.3 0.2
C 0.4 -0.3 -1.0
O -1.2 -0.6 0.2
C 0.3 0.1 0.3
C -0.1 -0.4 -0.1
S 0.0 0.1 0.4
H 0.4 0.0 -0.2
H 0.0 0.2 0.3
H 0.1 0.1 0.2
H 0.1 0.0 -0.1
H 0.0 0.2 0.2
H 0.1 0.0 -0.2
H 0.0 0.1 0.3
H 0.3 0.3 -0.3
C 0.0 -0.2 0.1
C -0.5 0.2 -0.2
N 0.1 0.1 0.2
C -0.1 -0.6 0.1
C 0.0 0.1 0.0
C 0.4 -0.6 -0.2
C 0.1 0.6 0.3
N 0.5 0.3 -0.1
C -0.4 0.3 -0.4
C -0.1 0.3 -0.2
C 0.0 -0.1 0.0
C 0.2 0.1 0.0
C 0.1 -0.7 0.2
O 0.0 0.5 -0.1
H 0.1 0.1 0.2
H -0.1 -0.2 -0.1
H 0.1 0.1 0.0
H -0.1 -0.2 -0.1
H 0.2 0.2 0.1
H 0.2 -0.1 -0.2
H -0.3 0.1 0.2
H -0.1 -0.1 -0.1
H -0.1 0.0 0.2
H 0.2 0.0 -0.1
H -0.3 -0.6 0.0
H -0.2 0.3 -0.1
H -0.1 0.2 -0.1
H 0.0 0.0 -0.1
H 0.1 -0.1 0.1
H -0.1 -0.3 0.1



[2]
An isolated molecule of C16H24N2O3S. Source: the OMol25 dataset; level of theory: the ωB97M-V functional and the def2-TZVPD basis.

Properties
- energy (a.u.) = -1357.521211
- 2S+1 = 1
- maximum force (eV/Å) = 0.91
- energy above the lowest of the compared OMol25 structures with the same formula, charge and spin (kJ/mol) = 92.3
- structure (SMILES) = CC(C)(C)c1ccc(S(=O)(=O)NCC(=O)N2CCCC2)cc1

Atoms and positions in Å:
C (3.2737, -0.1476, 1.3555)
H (2.9511, -0.7780, 2.1785)
H (4.3280, 0.0820, 1.4932)
H (2.7091, 0.7814, 1.4008)
C (3.0586, -0.8381, 0.0011)
C (1.5773, -1.1382, -0.1648)
C (0.8146, -0.6123, -1.2029)
C (-0.5411, -0.8837, -1.2993)
C (-1.1458, -1.6867, -0.3578)
C (-0.4087, -2.2463, 0.6664)
C (0.9408, -1.9670, 0.7594)
H (1.5006, -2.3999, 1.5731)
H (-0.8903, -2.8941, 1.3818)
S (-2.9044, -1.9986, -0.4688)
O (-3.1151, -3.4114, -0.5525)
O (-3.4509, -1.1497, -1.4923)
N (-3.5822, -1.4981, 0.9762)
H (-3.1446, -1.9559, 1.7629)
C (-3.6589, -0.0623, 1.1341)
H (-4.1665, 0.3169, 0.2510)
C (-2.2623, 0.5295, 1.3255)
O (-1.5369, 0.1156, 2.2187)
N (-1.8651, 1.4881, 0.4801)
C (-2.5600, 1.9994, -0.6897)
C (-1.4857, 2.7950, -1.4317)
H (-0.9211, 2.1354, -2.0903)
C (-0.5869, 3.2953, -0.3031)
C (-0.5548, 2.1021, 0.6432)
H (0.2222, 1.3826, 0.3621)
H (-0.4058, 2.3715, 1.6907)
H (-1.0436, 4.1552, 0.1879)
H (0.4059, 3.5766, -0.6469)
H (-1.9105, 3.6018, -2.0249)
H (-3.3819, 2.6563, -0.3804)
H (-2.9626, 1.1850, -1.2960)
H (-4.2560, 0.1561, 2.0242)
H (-1.1420, -0.4820, -2.0999)
H (1.2655, 0.0183, -1.9518)
C (3.6035, 0.0805, -1.0964)
H (3.4954, -0.3739, -2.0784)
H (3.1000, 1.0446, -1.0893)
H (4.6631, 0.2568, -0.9247)
C (3.8442, -2.1561, -0.0448)
H (4.9097, -1.9578, 0.0472)
H (3.6683, -2.6666, -0.9891)
H (3.5521, -2.8217, 0.7620)

Force components x, y, z for each atom (eV/Å):
C 0.0 -0.1 -0.2
H 0.0 -0.1 0.1
H 0.1 0.0 0.0
H -0.1 0.1 0.0
C 0.2 0.0 0.0
C -0.1 0.0 -0.1
C 0.1 -0.1 0.0
C -0.1 0.1 -0.1
C -0.6 -0.1 -0.2
C 0.2 -0.1 0.1
C -0.2 -0.1 0.0
H 0.1 0.0 0.1
H 0.0 -0.1 0.2
S -0.2 -0.4 0.1
O 0.2 0.0 0.3
O 0.2 0.2 0.2
N 0.2 -0.4 -0.8
H 0.1 -0.2 0.1
C 0.1 0.3 0.0
H -0.1 0.2 0.2
C -0.2 0.2 0.1
O -0.1 -0.2 0.2
N 0.2 0.2 0.0
C -0.4 0.1 -0.4
C -0.1 0.1 0.1
H 0.0 0.0 -0.1
C 0.0 -0.1 0.0
C 0.3 0.0 0.3
H 0.0 0.1 0.1
H 0.1 0.0 -0.1
H 0.0 0.0 0.0
H 0.0 0.1 0.0
H 0.0 0.0 -0.1
H 0.0 0.0 -0.1
H 0.0 0.1 0.1
H 0.1 0.0 -0.1
H 0.0 0.1 -0.1
H 0.1 0.1 -0.1
C -0.1 -0.2 0.2
H 0.0 0.0 -0.2
H -0.1 0.1 -0.1
H 0.1 0.0 0.0
C -0.1 0.2 0.0
H 0.1 0.0 0.0
H 0.0 -0.1 -0.1
H 0.0 -0.1 0.1



[3]
An isolated molecule of C16H24N2O4S at a distorted geometry. Source: the OMol25 dataset; level of theory: the ωB97M-V functional and the def2-TZVPD basis.

Properties
- energy (a.u.) = -1432.749828
- 2S+1 = 1
- maximum force (eV/Å) = 1.05
- energy above the lowest of the compared OMol25 structures with the same formula, charge and spin (kJ/mol) = 50.5
- structure (SMILES) = CS(=O)(=O)N(CCc1ccccc1)CC(=O)NC[C@H]1CCCO1

Atoms and positions in Å:
C (-1.1140, -3.1723, 0.9418)
H (-0.6675, -4.0627, 1.3656)
H (-1.6982, -3.4191, 0.0664)
H (-1.7118, -2.6548, 1.6798)
S (0.2223, -2.0674, 0.4163)
O (1.1256, -1.9526, 1.5381)
O (0.7459, -2.5616, -0.8186)
N (-0.5728, -0.6470, 0.1714)
C (-0.6515, -0.1121, -1.1715)
H (-0.5226, 0.9708, -1.1283)
C (-1.9945, -0.4632, -1.8290)
C (-3.1400, 0.0637, -1.0133)
C (-3.9198, -0.7862, -0.2407)
C (-4.9397, -0.2865, 0.5512)
C (-5.1917, 1.0739, 0.5814)
C (-4.4230, 1.9303, -0.1896)
C (-3.4062, 1.4283, -0.9809)
H (-2.8077, 2.1013, -1.5770)
H (-4.6158, 2.9927, -0.1724)
H (-5.9854, 1.4652, 1.2004)
H (-5.5390, -0.9611, 1.1457)
H (-3.7316, -1.8504, -0.2627)
H (-2.0662, -1.5472, -1.9299)
H (-2.0075, -0.0216, -2.8273)
H (0.1709, -0.5392, -1.7474)
C (-0.7208, 0.2585, 1.2901)
H (-1.6993, 0.7445, 1.2376)
C (0.3864, 1.3233, 1.2475)
O (0.1751, 2.4750, 0.9248)
N (1.5906, 0.8256, 1.5804)
H (1.6491, -0.1846, 1.6778)
C (2.8101, 1.4973, 1.1951)
H (3.6368, 1.0255, 1.7270)
H (2.7407, 2.5493, 1.4802)
C (3.0087, 1.3975, -0.3395)
H (2.4012, 2.1684, -0.8211)
C (4.4878, 1.4496, -0.7312)
H (4.5809, 1.7898, -1.7623)
H (5.0604, 2.1136, -0.0876)
C (4.9123, -0.0194, -0.6090)
H (5.3993, -0.2080, 0.3471)
C (3.5838, -0.7961, -0.7026)
H (3.5279, -1.4484, -1.5761)
O (2.5461, 0.1610, -0.8414)
H (3.4091, -1.4083, 0.1901)
H (5.5997, -0.3063, -1.4018)
H (-0.6438, -0.3290, 2.2054)

Force components x, y, z for each atom (eV/Å):
C 0.8 0.5 -0.2
H 0.1 -0.1 0.1
H -0.1 0.0 -0.2
H -0.1 0.1 0.2
S -0.8 -0.6 0.4
O -0.2 0.0 0.2
O -0.2 0.1 -0.3
N 0.6 -0.8 0.1
C -0.1 -0.3 -0.8
H 0.1 0.0 0.1
C 0.2 0.2 0.1
C -0.1 -0.1 -0.1
C 0.0 0.0 0.0
C -0.1 0.0 0.1
C -0.1 0.0 0.1
C 0.0 0.1 0.0
C 0.0 -0.1 0.0
H 0.1 0.1 -0.1
H 0.0 0.1 0.0
H -0.1 0.0 0.0
H 0.0 0.0 0.0
H 0.0 -0.1 0.0
H 0.0 0.0 -0.1
H 0.0 -0.1 -0.1
H -0.1 0.3 -0.1
C -0.1 0.3 0.3
H 0.2 0.0 0.0
C -0.2 -0.4 0.4
O -0.1 0.3 -0.2
N 0.4 -0.1 0.2
H 0.0 0.3 0.0
C -0.2 0.0 -0.4
H 0.0 0.0 0.0
H 0.2 -0.1 0.0
C 0.1 0.5 0.2
H 0.1 0.0 0.1
C -0.3 0.0 -0.1
H 0.0 0.1 0.0
H 0.1 0.1 0.0
C -0.1 0.0 0.0
H 0.0 0.0 0.0
C 0.2 -0.4 0.0
H 0.0 0.0 0.1
O -0.1 0.1 -0.1
H 0.0 0.0 -0.1
H 0.1 0.0 0.0
H -0.1 0.2 0.1



Number 1: orbital gap 6.9 eV. Number 2: orbital gap 9.8 eV. Number 3: orbital gap 9.6 eV.